A molecular structure, C22H37ClHgNP at a distorted geometry, computed with wB97M-V/def2-TZVPD.

```
! RIJCOSX wB97M-V def2-TZVPD def2/J DEFGRID3
* xyz -2 1
C 0.031 3.715 -2.158
C -1.319 4.180 -2.160
C -2.063 3.352 -3.043
H -1.716 4.994 -1.562
C -1.175 2.399 -3.616
C 0.128 2.634 -3.079
H 1.039 2.103 -3.343
H 0.843 4.118 -1.561
H -3.135 3.424 -3.216
H -1.438 1.633 -4.342
Hg -0.373 2.114 0.643
Cl -0.814 4.341 1.037
C -3.691 0.773 0.503
C -4.093 0.245 -0.765
C -4.707 1.301 -1.503
H -3.947 -0.784 -1.097
C -4.678 2.480 -0.699
C -4.037 2.158 0.531
H -3.825 2.848 1.349
H -3.188 0.220 1.302
H -5.117 1.220 -2.506
H -5.070 3.457 -0.973
C 3.083 -2.013 -0.689
C 2.110 -0.834 -0.817
C 2.903 0.484 -0.811
C 1.378 -0.901 -2.178
P 0.863 -0.828 0.587
N -0.356 0.122 0.194
C -0.011 -2.527 0.690
C 0.831 -3.534 1.490
C -1.380 -2.345 1.356
C -0.276 -3.106 -0.708
C 1.573 -0.321 2.271
C 2.808 -1.166 2.597
C 2.035 1.146 2.356
C 0.482 -0.538 3.334
H 3.808 -1.936 -1.512
H 2.584 -2.984 -0.767
H 3.644 -1.969 0.250
H 3.499 0.528 -1.738
H 2.212 1.340 -0.826
H 3.598 0.563 0.035
H 1.123 -1.925 -2.472
H 0.470 -0.288 -2.144
H 2.038 -0.489 -2.956
H 0.899 -3.274 2.554
H 0.348 -4.525 1.433
H 1.841 -3.646 1.075
H -1.949 -1.592 0.803
H -1.923 -3.305 1.333
H -1.319 -2.018 2.396
H -0.815 -2.387 -1.334
H 0.634 -3.430 -1.226
H -0.919 -3.995 -0.598
H 3.664 -0.886 1.972
H 3.072 -0.944 3.639
H 2.627 -2.239 2.527
H 1.207 1.871 2.344
H 2.521 1.264 3.339
H 2.767 1.414 1.589
H -0.469 -0.071 3.041
H 0.323 -1.599 3.569
H 0.815 -0.044 4.259
*
```

DFT total energy, eV: -50887.736
E_LUMO, eV: 4.03
Molar mass, g/mol: 582.56
Gap between HOMO and LUMO, eV: 3.7

=====

2 unconnected molecules or ions with the total composition C4H12 at a distorted geometry, computed with wB97M-V/def2-TZVPD.

```
! RIJCOSX wB97M-V def2-TZVPD def2/J DEFGRID3
* xyz 0 1
C 0.588 -1.874 1.057
C -0.776 -2.551 1.376
H 0.644 -0.909 1.541
H 1.442 -2.469 1.381
H 0.782 -1.740 -0.009
H -0.591 -3.605 1.424
H -1.413 -2.434 0.495
H -1.257 -2.003 2.173
C 0.237 1.714 -1.764
C -0.119 2.626 -0.580
H 1.320 1.777 -1.864
H -0.173 0.713 -1.649
H -0.148 2.056 -2.728
H 0.645 3.399 -0.465
H -0.154 2.094 0.363
H -1.027 3.206 -0.750
*
```

DFT total energy, eV: -4342.096
E_LUMO, eV: 1.11
SMILES: CC.CC
Molar mass, g/mol: 60.14
Gap between HOMO and LUMO, eV: 12.8

=====

A molecular structure, C6H16FeLiO14P2S2 at a distorted geometry, computed with wB97M-V/def2-TZVPD.

```
! RIJCOSX wB97M-V def2-TZVPD def2/J DEFGRID3
* xyz -2 6
Li -1.500 3.074 -2.815
Fe -0.994 0.691 -1.073
P -0.065 -0.168 -3.194
O -0.682 1.272 -2.907
O -0.004 0.146 -4.667
O -1.426 -0.594 -2.599
O 0.750 0.159 -1.937
P -2.570 2.144 0.157
O -1.941 0.764 0.634
O -2.936 1.304 -1.163
O -1.447 2.645 -0.757
O -3.978 2.710 0.046
O 2.234 0.905 2.324
S 2.043 1.472 1.022
O 0.741 1.567 0.418
O 2.823 2.956 0.989
C 2.922 3.610 -0.288
C 1.577 4.089 -0.693
C 3.023 0.539 -0.129
H 3.302 3.019 -1.122
H 3.458 4.558 -0.210
H 0.961 3.396 -1.266
H 1.615 4.914 -1.417
H 1.020 4.559 0.119
H 2.861 0.671 -1.198
H 2.774 -0.516 -0.016
H 4.081 0.673 0.108
O 1.079 -1.732 1.666
S -0.259 -2.083 1.236
O -0.883 -1.626 0.035
O -0.469 -3.738 1.381
C -1.592 -4.246 0.654
C -1.726 -5.671 1.156
C -1.349 -1.555 2.633
H -1.351 -4.034 -0.389
H -2.501 -3.677 0.874
H -2.380 -6.146 0.423
H -2.202 -5.713 2.137
H -0.732 -6.092 1.300
H -1.200 -0.480 2.505
H -0.716 -1.828 3.477
H -2.357 -1.941 2.546
*
```

DFT total energy, eV: -109984.117
E_LUMO (alpha / beta), eV: 4.08 / 4.10
Molar mass, g/mol: 501.05
Gap between HOMO and LUMO (alpha / beta), eV: 3.8 / 3.5
Expectation value of S²: 8.7680